1.
Entry from the Open Molecules 2025 dataset: 2 unconnected molecules or ions with the total composition C3H10N2 at a distorted geometry (ωB97M-V/def2-TZVPD).

Structure (XYZ):
```
15
C3H10N2, DFT ωB97M-V/def2-TZVPD
C 0.016 -1.805 -0.073
C -1.713 1.424 -0.057
C -0.988 -0.744 0.107
N 2.530 0.933 -0.035
N -0.817 0.397 -0.425
H -0.040 -2.405 -0.982
H 0.164 -2.439 0.861
H 2.692 0.460 0.907
H -2.665 1.154 0.490
H -1.250 2.266 0.269
H -2.132 1.816 -0.975
H -1.685 -0.823 0.855
H 0.983 -1.334 -0.089
H 3.288 0.535 -0.569
H 1.617 0.564 -0.286
```

Properties
Highest occupied orbital energy in eV: -9.83
Total charge: 0
ΔE to the lowest compared entry with this formula, charge and spin in kJ/mol: 130.8
Structure (SMILES): C/C=N/C.N
Strongest force on any atom in eV Å⁻¹: 3.96
Gap between HOMO and LUMO in eV: 10.918

Atom charges from the Löwdin analysis, given in e for atoms 1 to 2: number 1, C, carries -0.080; number 2, C, carries -0.154


2.
Entry from the Open Molecules 2025 dataset: 2 unconnected molecules or ions with the total composition C6H11ClN2 at a distorted geometry (ωB97M-V/def2-TZVPD).

Structure (XYZ):
```
20
C6H11ClN2, DFT ωB97M-V/def2-TZVPD
C 22.350 6.822 -13.210
C 21.378 6.313 -14.315
N 20.338 5.522 -13.768
C 19.301 5.950 -12.948
C 18.608 4.859 -12.482
N 19.163 3.746 -13.042
C 20.115 4.156 -13.922
C 18.741 2.358 -12.742
H 22.885 5.930 -12.884
H 21.822 7.204 -12.336
H 22.988 7.556 -13.703
H 22.022 5.832 -15.051
H 20.892 7.128 -14.852
H 19.203 6.970 -12.608
H 17.817 4.805 -11.749
H 20.694 3.405 -14.438
H 19.427 1.625 -13.167
H 17.800 2.265 -13.285
H 18.551 2.132 -11.693
Cl 21.148 -0.613 -12.290
```

Properties
Highest occupied orbital energy in eV: -6.30
Total charge: 0
ΔE to the lowest compared entry with this formula, charge and spin in kJ/mol: 118.1
Strongest force on any atom in eV Å⁻¹: 5.02
Gap between HOMO and LUMO in eV: 5.564

Atom charges from the Löwdin analysis, given in e for atoms 1 to 2: number 1, C, carries -0.045; number 2, C, carries -0.193


3.
Entry from the Open Molecules 2025 dataset: 2 unconnected molecules or ions with the total composition C6H7NO2 at a distorted geometry (ωB97M-V/def2-TZVPD).

Structure (XYZ):
```
16
C6H7NO2, DFT ωB97M-V/def2-TZVPD
C 0.149 1.320 -1.667
C 0.047 0.220 -0.556
C 1.199 -0.161 -0.033
C 0.928 -1.059 1.080
C -0.707 -1.085 1.161
C -1.150 -0.260 0.275
H -2.304 1.906 -2.600
H 1.000 1.395 -2.358
H 2.144 -0.102 -0.418
H 0.649 -0.374 2.088
H 2.407 -1.893 3.169
H -1.130 -1.852 1.792
H -2.256 0.342 0.310
N -0.736 1.991 -2.206
O -1.894 1.816 -1.641
O 1.653 -2.204 1.604
```

Properties
Highest occupied orbital energy in eV: -8.82
Total charge: 0
ΔE to the lowest compared entry with this formula, charge and spin in kJ/mol: 1004.2
Strongest force on any atom in eV Å⁻¹: 6.46
Gap between HOMO and LUMO in eV: 6.783

Atom charges from the Löwdin analysis, given in e for atoms 1 to 2: number 1, C, carries -0.106; number 2, C, carries -0.142


4.
Entry from the Open Molecules 2025 dataset: 2 unconnected molecules or ions with the total composition CH3N2O2 at a distorted geometry (ωB97M-V/def2-TZVPD).

Structure (XYZ):
```
8
CH3N2O2, DFT ωB97M-V/def2-TZVPD
C 0.658 1.230 -0.220
N -0.831 -1.158 0.126
N 0.418 -0.657 0.727
O 1.407 1.926 0.421
O -0.076 1.105 -1.186
H -1.655 -0.815 0.801
H -1.007 -0.618 -0.822
H 1.085 -1.014 0.152
```

Properties
Highest occupied orbital energy in eV: -2.43
Total charge: -1
ΔE to the lowest compared entry with this formula, charge and spin in kJ/mol: 141.2
Strongest force on any atom in eV Å⁻¹: 4.65
Gap between HOMO and LUMO in eV: 6.836

Atom charges from the Löwdin analysis, given in e for atoms 1 to 2: number 1, C, carries -0.574; number 2, N, carries -0.223


5.
Entry from the Open Molecules 2025 dataset: a molecular structure, C3H3CrLiO2 at a distorted geometry (ωB97M-V/def2-TZVPD).

Structure (XYZ):
```
10
C3H3CrLiO2, DFT ωB97M-V/def2-TZVPD
H 1.827 1.540 1.738
O 0.259 -1.181 -0.294
C -0.502 -0.194 0.106
C -1.277 0.636 -0.595
C 1.493 0.753 1.045
O 0.263 0.945 0.789
Cr 2.080 -1.152 0.310
Li -0.422 -2.271 -1.657
H -1.570 0.388 -1.613
H -2.152 0.536 0.170
```

Properties
Highest occupied orbital energy (spin up / spin down) in eV: -17.65 / -17.46
Total charge: +2
ΔE to the lowest compared entry with this formula, charge and spin in kJ/mol: 323.4
Strongest force on any atom in eV Å⁻¹: 5.78
Gap between HOMO and LUMO (spin up / spin down) in eV: 7.548 / 7.806
Multiplicity: 5

Atom charges from the Löwdin analysis, given in e for atoms 1 to 2: number 1, H, carries 0.121; number 2, O, carries -0.296


6.
Entry from the Open Molecules 2025 dataset: a single C9H15NO3 molecule at a distorted geometry (ωB97M-V/def2-TZVPD).

Structure (XYZ):
```
28
C9H15NO3, DFT ωB97M-V/def2-TZVPD
C -1.246 0.495 1.782
C 0.430 0.131 0.556
C -2.199 0.176 0.656
C -1.542 -0.348 -0.639
C -1.741 -1.899 -0.785
C -1.971 0.550 -1.787
C 2.578 1.628 0.047
C 2.641 -0.891 0.457
C 1.863 0.404 0.798
N -0.085 -0.186 -0.563
O 0.499 -0.463 -1.619
O -1.259 1.203 2.715
O 2.015 0.685 2.201
H -3.115 -0.338 0.842
H -2.449 1.213 0.450
H -1.474 -2.143 -1.728
H -2.795 -2.289 -0.822
H -1.271 -2.526 0.010
H -1.730 0.069 -2.658
H -1.569 1.486 -1.626
H -3.088 0.612 -1.937
H 3.539 1.805 0.406
H 1.909 2.433 0.184
H 2.603 1.254 -0.954
H 3.559 -0.709 1.037
H 2.592 -0.926 -0.609
H 2.111 -1.800 0.965
H 1.195 0.375 2.620
```

Properties
Highest occupied orbital energy in eV: -8.54
Total charge: 0
ΔE to the lowest compared entry with this formula, charge and spin in kJ/mol: 643.7
Strongest force on any atom in eV Å⁻¹: 4.20
Gap between HOMO and LUMO in eV: 8.592

Atom charges from the Löwdin analysis, given in e for atoms 1 to 2: number 1, C, carries -0.128; number 2, C, carries 0.041


7.
Entry from the Open Molecules 2025 dataset: a single C20H18N2O2 molecule at a distorted geometry (ωB97M-V/def2-TZVPD).

Structure (XYZ):
```
42
C20H18N2O2, DFT ωB97M-V/def2-TZVPD
C 5.872 1.757 1.992
O 5.273 0.426 1.962
C 3.928 0.247 1.966
C 3.388 -1.080 1.988
C 2.037 -1.285 2.111
C 1.120 -0.204 2.256
C -0.262 -0.416 2.633
O -0.948 0.767 2.534
C -2.342 0.675 2.534
C -3.061 -0.501 2.671
C -4.474 -0.456 2.616
C -5.075 0.780 2.226
C -4.311 1.931 1.949
C -2.941 1.892 2.103
C -2.320 -1.811 2.574
C -0.839 -1.654 2.847
C 1.652 1.097 2.056
C 3.009 1.327 1.948
H 6.932 1.517 2.004
H 5.634 2.358 1.097
H 5.609 2.333 2.898
H 4.103 -1.910 1.928
H 1.647 -2.309 2.140
H -5.042 -1.385 2.783
H -6.160 0.799 2.148
H -4.816 2.883 1.706
H -2.311 2.763 1.958
H -2.741 -2.592 1.893
H -0.244 -2.549 3.029
H 1.014 1.979 2.046
H 3.427 2.346 1.863
C -4.030 -4.930 2.855
C -3.525 -4.010 3.907
N -3.794 -4.157 5.208
C -3.170 -3.177 5.899
C -2.473 -2.369 4.974
N -2.721 -2.901 3.732
H -4.175 -4.434 1.901
H -3.367 -5.764 2.762
H -4.961 -5.306 3.200
H -3.292 -3.067 6.997
H -1.849 -1.448 5.065
```

Properties
Highest occupied orbital energy in eV: -7.80
Total charge: 0
ΔE to the lowest compared entry with this formula, charge and spin in kJ/mol: 441.0
Structure (SMILES): COc1ccc(C2=C[C@@H](n3ccnc3C)c3ccccc3O2)cc1
Strongest force on any atom in eV Å⁻¹: 4.38
Gap between HOMO and LUMO in eV: 8.035

Atom charges from the Löwdin analysis, given in e for atoms 1 to 2: number 1, C, carries -0.054; number 2, O, carries -0.092


8.
Entry from the Open Molecules 2025 dataset: a molecular structure, C17H15MnN3O5PSSe (ωB97M-V/def2-TZVPD).

Structure (XYZ):
```
44
C17H15MnN3O5PSSe, DFT ωB97M-V/def2-TZVPD
Mn -0.888 -0.286 2.473
N -1.264 -0.254 -0.581
P -0.088 -0.350 -1.853
C -0.090 1.397 -2.370
C -0.542 1.712 -3.648
C -0.605 3.036 -4.063
C -0.219 4.048 -3.198
C 0.236 3.741 -1.921
C 0.307 2.421 -1.508
C 1.452 -0.424 -0.889
C 1.424 -1.139 0.440
C 2.786 -1.556 0.912
C 3.916 -1.059 0.357
C 3.860 -0.208 -0.773
C 2.628 0.053 -1.394
C -1.958 -1.326 -0.076
C -2.502 -2.315 -0.909
C -3.243 -3.323 -0.344
C -3.463 -3.344 1.036
C -2.893 -2.353 1.790
N -2.126 -1.378 1.259
H -1.044 0.443 0.120
H -0.846 0.918 -4.320
H -0.953 3.274 -5.059
H -0.268 5.080 -3.519
H 0.542 4.530 -1.247
H 0.691 2.190 -0.519
H 0.788 -2.031 0.363
H 2.825 -2.211 1.773
H 4.880 -1.321 0.775
H 4.769 0.208 -1.182
H 2.620 0.639 -2.308
H -2.340 -2.252 -1.975
H -3.674 -4.089 -0.976
H -4.059 -4.111 1.506
H -3.018 -2.309 2.865
O 2.084 1.850 1.742
S 1.728 0.624 2.420
N 0.758 -0.299 1.476
O -0.187 1.237 6.146
Se -0.462 0.326 4.876
O 0.230 1.095 3.353
O -1.986 0.258 4.224
O 0.195 -1.141 4.726
```

Properties
Highest occupied orbital energy (spin up / spin down) in eV: -7.53 / -8.43
Total charge: 0
ΔE to the lowest compared entry with this formula, charge and spin in kJ/mol: 324.4
Strongest force on any atom in eV Å⁻¹: 0.62
Gap between HOMO and LUMO (spin up / spin down) in eV: 7.481 / 7.313
Multiplicity: 5

Atom charges from the Löwdin analysis, given in e for atoms 1 to 2: number 1, Mn, carries 0.709; number 2, N, carries -0.123